(1)
C22H18N4O2S2 | ωB97M-V with the def2-TZVPD basis set

CARTESIAN COORDINATES (ANGSTROEM)
S (3.83, -1.34, 0.35)
S (1.68, -1.83, 2.38)
O (1.55, -2.10, 3.77)
O (1.13, -2.77, 1.43)
N (1.19, -0.28, 2.06)
N (-2.72, -0.76, 3.30)
N (-1.09, -0.55, -1.19)
N (-3.02, -0.24, -0.10)
C (-1.56, 3.43, 1.03)
C (0.51, -2.34, -1.74)
C (-1.08, -0.86, 1.30)
C (-2.01, -0.81, 2.41)
C (-3.13, 0.26, -4.17)
C (-2.03, -0.23, -2.14)
C (3.39, -1.61, 1.98)
C (5.67, -1.36, 2.13)
C (-4.40, 0.31, -2.11)
C (-3.24, -0.03, -1.43)
C (-0.46, 4.20, 0.69)
C (-0.14, 1.51, 1.30)
C (0.97, 2.30, 0.97)
C (0.07, 0.09, 1.60)
C (4.46, -1.59, 2.82)
C (0.81, 3.63, 0.66)
C (0.29, -0.86, -1.46)
C (-1.41, 2.09, 1.33)
C (-1.96, -0.09, -3.51)
C (5.48, -1.21, 0.79)
C (-4.32, 0.45, -3.48)
C (-1.76, -0.54, 0.01)
H (-5.32, 0.46, -1.57)
H (4.37, -1.74, 3.88)
H (1.52, -2.50, -2.11)
H (-0.58, 5.25, 0.44)
H (-1.04, -0.24, -4.06)
H (1.94, 1.84, 0.96)
H (-0.20, -2.69, -2.48)
H (0.91, -0.55, -0.61)
H (0.39, -2.92, -0.83)
H (-0.66, -1.88, 1.27)
H (6.22, -1.02, 0.04)
H (-3.11, 0.38, -5.24)
H (0.60, -0.26, -2.32)
H (-2.54, 3.88, 1.06)
H (-2.27, 1.51, 1.61)
H (1.67, 4.23, 0.40)
H (-5.21, 0.72, -4.04)
H (6.63, -1.32, 2.61)

The structure (SMILES) is CCn1c([C@H](C#N)/C(=N\S(=O)(=O)c2cccs2)c2ccccc2)nc2ccccc21. Its relative energy (zero: lowest compared OMol25 entry of this formula, charge and spin) is 112.4 kJ/mol. As for the charge: 0. The value obtained for the strongest force on any atom is 0.78 eV/A. For the gap between HOMO and LUMO, the calculation gives 8.03 eV. The energy comes out at -2015.00998 a.u.

***

(2)
C22H19AuBrNPSe2 | ωB97M-V with the def2-TZVPD basis set

CARTESIAN COORDINATES (ANGSTROEM)
Au (2.27, 1.31, -1.37)
Br (1.88, 0.78, -4.28)
Se (0.92, -1.13, -1.30)
Se (2.21, 0.72, 1.13)
P (0.70, -0.92, 0.86)
N (4.05, 0.25, -1.43)
C (-2.29, -0.25, 3.42)
C (-2.81, 0.87, 1.37)
C (-1.19, 3.82, -0.66)
C (2.03, -2.22, 2.99)
C (-2.66, 2.12, -3.48)
C (1.38, -2.34, 1.73)
C (-0.06, 1.08, -3.74)
C (-3.07, 0.61, 2.69)
C (-0.87, -0.50, 1.47)
C (2.57, -3.35, 3.61)
C (0.48, 2.28, -1.58)
C (-2.07, 3.43, -1.63)
C (1.17, -3.61, 1.24)
C (-2.40, 1.19, -4.43)
C (-1.17, -0.79, 2.82)
C (0.10, 3.21, -0.65)
C (1.56, -4.76, 1.95)
C (-1.67, 2.50, -2.60)
C (-1.73, 0.30, 0.77)
C (-1.09, 0.64, -4.60)
C (-0.35, 1.96, -2.67)
C (2.28, -4.64, 3.11)
H (-2.52, -0.47, 4.43)
H (-3.20, 0.85, -5.11)
H (2.62, -5.50, 3.65)
H (3.83, -0.74, -1.23)
H (4.44, 0.31, -2.33)
H (-3.85, 1.26, 3.21)
H (0.76, 3.58, 0.19)
H (1.33, -5.75, 1.53)
H (-3.33, 1.55, 0.78)
H (0.69, -3.73, 0.28)
H (-1.44, 4.55, 0.08)
H (-0.46, -1.40, 3.43)
H (2.23, -1.18, 3.32)
H (3.14, -3.27, 4.48)
H (-0.93, -0.06, -5.43)
H (4.84, 0.41, -0.82)
H (-3.11, 3.78, -1.53)
H (-3.70, 2.59, -3.44)
H (-1.49, 0.64, -0.23)

Its multiplicity is 3. Its relative energy (zero: lowest compared OMol25 entry of this formula, charge and spin) is 63.3 kJ/mol. As for the charge: +1. The value obtained for the strongest force on any atom is 3.12 eV/A. For the gap between HOMO and LUMO (alpha / beta), the calculation gives 7.63 / 5.26 eV. The energy comes out at -8758.16418 a.u.

***

(3)
C22H19BCeF9N7O5S | ωB97M-V with the def2-TZVPD basis set

CARTESIAN COORDINATES (ANGSTROEM)
Ce (0.06, -0.35, 0.53)
S (0.54, -2.81, -0.93)
F (-2.59, 3.03, -3.15)
F (-3.06, 3.09, -0.69)
F (-1.34, 2.96, 0.53)
F (0.91, 2.46, -0.45)
F (-0.83, 2.14, -4.00)
F (-4.13, 0.94, -1.45)
F (-2.41, 0.87, -3.34)
F (1.02, 2.62, -2.56)
F (-0.07, 4.12, -1.47)
O (0.31, -4.14, -1.43)
O (1.50, -1.00, 2.61)
O (2.29, -0.15, 0.73)
O (-0.58, 0.62, -1.43)
O (-0.67, -1.97, -0.92)
N (-2.00, -0.39, 3.13)
N (1.03, -2.76, 0.55)
N (0.05, 1.45, 2.17)
N (-3.13, 1.28, 1.59)
N (-1.62, -1.18, 2.10)
N (-2.51, 1.04, 0.30)
N (-0.98, 1.86, 2.93)
C (2.42, -2.99, -2.88)
C (-1.47, -2.41, 2.60)
C (0.73, 3.15, 3.48)
C (-2.06, 2.23, -0.36)
C (2.18, -0.76, -2.01)
C (-1.76, -2.42, 3.96)
C (3.30, -0.37, -2.73)
C (0.18, 2.81, -1.54)
C (1.09, 2.22, 2.49)
C (-4.41, -0.26, 0.51)
C (-1.75, 1.98, -3.02)
C (-3.42, 0.19, -0.49)
C (1.77, -2.09, -2.05)
C (3.50, -2.57, -3.65)
C (3.98, -1.27, -3.55)
C (2.13, -1.12, 1.55)
C (-0.60, 2.87, 3.72)
C (2.40, -2.52, 1.00)
C (5.19, -0.84, -4.32)
C (-4.24, 0.48, 1.61)
C (-2.09, -1.11, 4.25)
C (-1.07, 1.85, -1.60)
B (-2.32, 1.13, 2.91)
H (3.13, -2.52, 0.19)
H (5.52, 0.15, -4.02)
H (-2.88, -0.56, -1.07)
H (-4.83, 0.45, 2.52)
H (-1.30, 3.33, 4.41)
H (1.34, 3.90, 3.93)
H (-2.37, -0.64, 5.18)
H (-5.23, -0.92, 0.26)
H (1.65, -0.02, -1.43)
H (6.02, -1.54, -4.16)
H (2.68, -3.22, 1.78)
H (4.99, -0.83, -5.40)
H (3.98, -3.28, -4.32)
H (-1.72, -3.25, 4.65)
H (2.06, -4.01, -2.91)
H (3.64, 0.65, -2.66)
H (-3.01, 1.51, 3.82)
H (2.04, 2.07, 2.01)
H (-1.18, -3.22, 1.96)

Its multiplicity is 2. Its relative energy (zero: lowest compared OMol25 entry of this formula, charge and spin) is 372.7 kJ/mol. As for the charge: -1. The value obtained for the strongest force on any atom is 3.25 eV/A. For the gap between HOMO and LUMO (alpha / beta), the calculation gives 7.29 / 8.01 eV. The energy comes out at -3406.47288 a.u.

***

(4)
C22H19BIrN9 | ωB97M-V with the def2-TZVPD basis set

CARTESIAN COORDINATES (ANGSTROEM)
Ir (-0.02, -1.21, 0.38)
N (-1.27, -0.71, -1.33)
N (-2.20, 0.60, 1.38)
N (1.14, 0.72, -0.33)
N (-0.93, 0.24, 1.68)
N (-2.47, -0.16, -1.03)
N (-1.79, -2.31, 0.97)
N (6.54, -4.74, 0.80)
N (1.83, -2.26, 0.52)
N (-2.99, -1.70, 0.87)
C (-0.48, 1.06, 2.65)
C (2.49, -2.32, 1.69)
C (-2.54, 1.63, 2.16)
C (1.15, 1.81, -0.68)
C (2.02, 5.52, -0.85)
C (-1.99, -3.55, 1.47)
C (0.78, 3.53, -2.39)
C (5.52, -4.22, 0.75)
C (1.90, 4.15, -0.38)
C (-3.94, -2.56, 1.28)
C (-1.47, 1.96, 2.98)
C (1.26, 3.17, -1.15)
C (1.55, 5.87, -2.09)
C (-3.35, -3.75, 1.66)
C (3.56, -3.50, -0.54)
C (-3.05, 0.25, -2.17)
C (-1.10, -0.63, -2.65)
C (-2.21, -0.03, -3.23)
C (4.25, -3.56, 0.67)
C (2.35, -2.84, -0.58)
C (0.91, 4.91, -2.86)
C (3.70, -2.96, 1.80)
B (-3.08, -0.24, 0.40)
H (-0.22, -1.04, -3.13)
H (4.20, -3.01, 2.76)
H (2.32, 3.88, 0.58)
H (2.49, 6.25, -0.22)
H (-4.04, 0.69, -2.16)
H (-3.53, 2.06, 2.11)
H (-3.83, -4.64, 2.02)
H (-1.17, -4.23, 1.65)
H (2.02, -1.86, 2.55)
H (0.30, 2.79, -3.02)
H (-4.20, 0.16, 0.40)
H (1.78, -2.79, -1.50)
H (3.96, -3.97, -1.43)
H (-4.98, -2.27, 1.28)
H (1.67, 6.88, -2.46)
H (-2.40, 0.14, -4.28)
H (-1.44, 2.73, 3.74)
H (0.49, 5.18, -3.82)
H (0.51, 0.94, 3.08)

Its multiplicity is 6. Its relative energy (zero: lowest compared OMol25 entry of this formula, charge and spin) is 65.7 kJ/mol. As for the charge: +3. The value obtained for the strongest force on any atom is 1.65 eV/A. For the gap between HOMO and LUMO (alpha / beta), the calculation gives 7.51 / 3.72 eV. The energy comes out at -1470.60729 a.u.